Entry 1:
ORCA calculation (ωB97M-V/def2-TZVPD) on a structure of composition C34H21Br2IrN3O10PS in a non-equilibrium geometry.

As for the gap between HOMO and LUMO: 6.53 eV. The calculation puts the max |F| at 2.2 eV Å⁻¹. The calculation puts the total energy at -223588.340 eV. The HOMO energy comes out at -0.3037 Eh.

Geometry as XYZ:
```
73
Properties=species:S:1:pos:R:3:lowdin_charge:R:1
Ir -0.068 -1.048 -0.304 1.26
Br 1.363 -3.250 4.007 0.84
C 0.130 -1.860 3.754 -0.61
C -0.496 -1.237 4.848 -0.15
C -1.334 -0.172 4.668 -0.63
Br -2.082 0.673 6.186 0.79
C -1.611 0.330 3.379 -0.19
C -2.418 1.440 3.071 0.00
C -2.581 1.799 1.761 -0.02
C -1.935 1.087 0.745 -0.09
N -1.169 0.050 1.001 -0.04
C -1.004 -0.342 2.296 -0.15
C -0.104 -1.431 2.466 -0.44
O 0.502 -1.911 1.408 -0.26
H -0.298 -1.602 5.846 0.10
H -2.890 2.009 3.862 0.09
H -3.215 2.635 1.500 0.12
H -2.040 1.353 -0.299 0.12
O 2.140 -3.605 0.103 -0.28
S 2.326 -3.015 -1.187 0.48
O 2.654 -3.875 -2.283 -0.27
O 1.223 -2.050 -1.579 -0.51
C 3.693 -1.889 -0.972 -0.24
C 4.968 -2.429 -1.080 -0.04
C 6.073 -1.622 -0.873 -0.05
C 5.906 -0.281 -0.546 -0.06
C 4.638 0.256 -0.417 -0.07
C 3.516 -0.546 -0.633 -0.29
P 1.897 0.256 -0.484 1.10
C 1.671 1.237 -1.969 -0.34
C 0.592 2.122 -2.009 -0.12
C 0.322 2.831 -3.163 -0.06
C 1.116 2.645 -4.289 -0.06
C 2.179 1.758 -4.255 -0.06
C 2.459 1.047 -3.097 -0.05
C 2.019 1.388 0.917 -0.33
C 1.965 0.806 2.187 -0.08
C 1.885 1.604 3.316 -0.05
C 1.866 2.988 3.184 -0.06
C 1.963 3.570 1.927 -0.07
C 2.033 2.775 0.791 -0.08
H 5.068 -3.478 -1.329 0.12
H 7.069 -2.037 -0.963 0.11
H 6.771 0.353 -0.399 0.11
H 4.514 1.300 -0.153 0.11
H -0.035 2.240 -1.133 0.10
H -0.515 3.517 -3.195 0.11
H 0.895 3.190 -5.199 0.11
H 2.789 1.611 -5.137 0.11
H 3.282 0.343 -3.075 0.11
H 1.984 -0.275 2.280 0.10
H 1.827 1.150 4.297 0.12
H 1.777 3.614 4.064 0.11
H 1.974 4.648 1.827 0.11
H 2.103 3.232 -0.188 0.11
O -2.041 0.244 -3.818 0.08
C -1.937 -0.272 -2.721 -0.57
O -0.887 -0.207 -1.979 -0.22
C -3.168 -0.941 -2.117 -0.09
C -3.073 -1.910 -1.130 0.05
C -4.200 -2.279 -0.412 -0.11
C -5.451 -1.825 -0.772 0.09
C -5.538 -0.968 -1.849 -0.10
C -4.420 -0.487 -2.502 0.09
N -6.876 -0.508 -2.280 -0.35
O -7.838 -0.961 -1.695 0.09
O -6.927 0.291 -3.190 0.09
N -4.046 -3.072 0.815 -0.35
O -5.043 -3.358 1.435 0.10
O -2.921 -3.362 1.154 0.09
H -2.133 -2.400 -0.899 0.11
H -6.329 -2.127 -0.222 0.13
H -4.528 0.239 -3.296 0.14
```



Entry 2:
ORCA calculation (ωB97M-V/def2-TZVPD) on a structure of composition C34H21BrCl3F2N5O5STi.

As for the gap between HOMO and LUMO: 8.24 eV. The calculation puts the max |F| at 0.8 eV Å⁻¹. The calculation puts the total energy at -200287.015 eV. The HOMO energy comes out at -0.3141 Eh.

Geometry as XYZ:
```
73
Properties=species:S:1:pos:R:3:lowdin_charge:R:1
Ti -0.148 -0.929 -0.223 1.14
N -1.331 0.446 7.857 0.10
C -1.384 -0.006 6.553 -0.32
C -0.782 0.727 5.523 -0.02
C -0.801 0.253 4.229 -0.06
C -1.424 -0.956 3.941 -0.31
C -2.030 -1.691 4.949 -0.04
C -2.003 -1.221 6.248 -0.02
S -1.402 -1.576 2.314 0.63
O -0.048 -2.080 2.018 -0.35
O -2.499 -2.480 2.132 -0.26
N -1.377 -0.304 1.313 -0.19
C -2.387 0.670 1.350 -0.43
N -3.411 0.472 2.177 0.14
C -4.319 1.439 2.222 -0.11
C -4.219 2.589 1.455 -0.05
C -3.103 2.684 0.643 -0.11
N -2.173 1.737 0.586 0.15
H -1.160 1.426 7.998 0.09
H -1.985 0.046 8.506 0.09
H -0.295 1.669 5.746 0.11
H -0.326 0.822 3.438 0.08
H -2.533 -2.620 4.715 0.12
H -2.470 -1.796 7.038 0.11
H -5.161 1.282 2.887 0.11
H -4.967 3.367 1.492 0.10
H -2.945 3.550 0.008 0.11
F -3.513 1.522 -3.703 0.07
C -3.194 0.392 -3.041 -0.26
C -2.073 0.383 -2.234 -0.03
C -1.758 -0.788 -1.564 -0.12
C -2.545 -1.937 -1.709 -0.10
C -3.666 -1.855 -2.527 -0.20
F -4.461 -2.931 -2.715 0.06
C -4.015 -0.705 -3.206 0.07
C -2.070 -3.160 -1.033 -0.18
C -2.798 -4.335 -0.876 0.02
C -2.193 -5.416 -0.266 -0.03
C -0.884 -5.313 0.183 -0.03
C -0.246 -4.100 0.046 -0.10
N -0.820 -3.048 -0.547 0.03
H -1.474 1.276 -2.133 0.09
H -4.885 -0.675 -3.844 0.13
H -3.815 -4.390 -1.226 0.11
H -2.747 -6.337 -0.136 0.11
H -0.377 -6.139 0.659 0.11
H 0.749 -3.929 0.433 0.12
Cl 6.007 2.769 -0.939 0.67
C 4.381 2.158 -0.848 -0.66
C 3.915 1.644 0.352 -0.12
C 2.620 1.163 0.408 -0.55
Cl 2.040 0.515 1.904 0.80
C 1.776 1.181 -0.707 -0.40
O 0.534 0.700 -0.623 -0.22
C 2.281 1.708 -1.890 -0.56
Cl 1.281 1.780 -3.299 0.75
C 3.577 2.197 -1.970 -0.13
H 4.546 1.616 1.228 0.11
H 3.943 2.603 -2.901 0.11
Br 5.716 -6.098 -3.775 0.74
C 4.486 -4.837 -3.088 -0.69
C 3.497 -4.334 -3.921 -0.11
C 2.598 -3.412 -3.413 0.01
C 2.693 -3.006 -2.086 -0.13
C 3.689 -3.518 -1.264 0.00
C 4.595 -4.438 -1.765 -0.11
C 1.704 -2.039 -1.559 -0.55
O 0.827 -1.530 -2.275 0.02
O 1.694 -1.761 -0.294 -0.12
H 3.435 -4.661 -4.949 0.10
H 1.816 -2.998 -4.035 0.13
H 3.748 -3.189 -0.235 0.13
H 5.378 -4.843 -1.139 0.10
```



Entry 3:
ORCA calculation (ωB97M-V/def2-TZVPD) on a structure of composition C34H21Cl6N2O6Rb in a non-equilibrium geometry.

As for the gap between HOMO and LUMO: 6.67 eV. As for the charge: -2. The calculation puts the max |F| at 1.1 eV Å⁻¹. The calculation puts the total energy at -126657.642 eV. The HOMO energy comes out at -0.1063 Eh.

Geometry as XYZ:
```
70
Properties=species:S:1:pos:R:3:nbo_charge:R:1
Rb -0.418 1.627 -0.599 0.92
C -5.047 1.058 -2.954 -0.26
C -3.708 1.235 -2.561 0.08
N -2.962 0.250 -2.120 -0.42
C -3.483 -0.983 -2.049 0.25
C -4.806 -1.271 -2.443 -0.13
C -5.591 -0.197 -2.897 -0.15
C -5.299 -2.611 -2.368 -0.18
C -4.522 -3.613 -1.902 -0.20
C -3.184 -3.360 -1.464 -0.10
C -2.360 -4.368 -0.935 -0.15
C -1.092 -4.054 -0.523 -0.26
C -0.652 -2.728 -0.664 0.08
N -1.395 -1.770 -1.162 -0.38
C -2.650 -2.056 -1.544 0.16
H -5.627 1.902 -3.302 0.21
H -3.223 2.199 -2.658 0.24
H -6.618 -0.381 -3.196 0.20
H -6.315 -2.805 -2.694 0.20
H -4.901 -4.627 -1.845 0.20
H -2.741 -5.379 -0.849 0.20
H -0.442 -4.802 -0.090 0.21
H 0.349 -2.446 -0.351 0.20
Cl 2.758 0.876 -0.564 -0.04
C 2.986 2.063 0.704 -0.09
C 1.874 2.796 1.098 -0.34
C 2.138 3.700 2.117 -0.09
Cl 0.806 4.687 2.692 -0.05
C 3.382 3.884 2.714 -0.10
Cl 3.631 5.041 3.988 -0.01
C 4.457 3.116 2.273 -0.11
Cl 6.023 3.310 2.987 0.00
C 4.258 2.190 1.252 -0.10
Cl 5.598 1.228 0.702 -0.01
C 1.580 -0.437 2.543 -0.65
C 1.801 -0.474 4.032 -0.07
C 3.026 -0.964 4.484 -0.16
C 3.303 -1.136 5.826 -0.09
Cl 4.859 -1.766 6.314 -0.06
C 2.354 -0.825 6.780 -0.24
C 1.145 -0.312 6.353 -0.25
C 0.841 -0.114 5.000 0.34
O -0.375 0.435 4.818 -0.50
C -0.785 1.131 3.638 -0.20
C -1.523 0.308 2.539 0.75
O -1.759 -0.892 2.765 -0.76
O -1.800 1.000 1.534 -0.81
H 2.425 -0.902 2.034 0.21
H 1.484 0.581 2.164 0.24
H 0.669 -0.977 2.288 0.25
H 3.774 -1.236 3.751 0.21
H 2.557 -0.975 7.832 0.21
H 0.387 -0.038 7.076 0.21
H 0.044 1.677 3.182 0.20
H -1.505 1.862 4.003 0.19
O 1.705 2.735 -5.421 -0.66
C 1.512 1.443 -5.006 0.31
C 2.367 0.429 -5.422 -0.31
C 2.170 -0.878 -4.995 -0.22
C 1.107 -1.168 -4.157 -0.27
C 0.250 -0.149 -3.756 -0.14
C 0.438 1.163 -4.166 -0.16
C -0.511 2.264 -3.664 0.76
O -0.099 2.918 -2.683 -0.78
O -1.600 2.351 -4.264 -0.76
H 2.535 2.778 -5.899 0.46
H 3.201 0.666 -6.079 0.18
H 2.848 -1.659 -5.321 0.19
H 0.940 -2.183 -3.815 0.20
H -0.586 -0.372 -3.101 0.23
```



Entry 4:
ORCA calculation (ωB97M-V/def2-TZVPD) on a structure of composition C34H22F2IrN6O6S in a non-equilibrium geometry.

The multiplicity is 2. As for the gap between HOMO and LUMO (spin up / spin down): 4.81 / 4.80 eV. The calculation puts the max |F| at 5.2 eV Å⁻¹. The calculation puts the total energy at -75942.548 eV. The HOMO energy (spin up / spin down) comes out at -0.2833 / -0.2833 Eh.

Geometry as XYZ:
```
72
Properties=species:S:1:pos:R:3:mulliken_spin:R:1
Ir -0.627 -1.178 -0.060 0.84
O -3.698 -3.746 1.764 0.00
C -3.447 -4.736 0.900 0.00
C -3.727 -6.045 1.292 0.00
C -3.455 -7.101 0.449 0.00
C -2.909 -6.880 -0.812 0.00
C -2.627 -5.595 -1.213 0.00
C -2.878 -4.510 -0.369 -0.01
C -2.433 -3.172 -0.737 0.00
O -2.643 -2.165 0.037 0.04
N -1.761 -3.044 -1.868 0.00
N -1.088 -1.919 -2.070 -0.02
C -1.047 -1.440 -3.273 0.01
C -0.270 -0.332 -3.748 0.01
C -0.536 0.135 -5.047 0.01
C 0.137 1.203 -5.595 0.00
C 1.154 1.821 -4.882 0.01
C 1.438 1.393 -3.602 0.00
C 0.726 0.347 -3.025 0.01
O 0.942 0.058 -1.673 0.02
H -3.424 -2.898 1.337 0.00
H -4.153 -6.204 2.271 0.00
H -3.670 -8.109 0.769 0.00
H -2.699 -7.711 -1.471 0.00
H -2.194 -5.394 -2.180 0.00
H -1.675 -1.919 -4.022 0.00
H -1.331 -0.342 -5.599 0.00
H -0.119 1.559 -6.580 0.00
H 1.706 2.641 -5.313 0.00
H 2.219 1.883 -3.039 0.00
F -0.269 3.208 3.373 0.00
C -0.300 1.868 3.222 0.00
C -0.455 1.349 1.947 -0.01
C -0.501 -0.021 1.728 -0.01
C -0.402 -0.867 2.862 0.01
C -0.224 -0.306 4.126 0.00
F -0.054 -1.104 5.203 0.00
C -0.172 1.059 4.335 0.00
C -0.436 -2.317 2.653 0.03
C -0.891 -3.245 3.586 0.00
C -0.831 -4.595 3.289 0.00
C -0.308 -4.988 2.067 0.00
C 0.087 -4.015 1.167 0.01
N 0.016 -2.715 1.443 0.05
H -0.560 2.056 1.138 0.00
H -0.049 1.475 5.322 0.00
H -1.313 -2.923 4.522 0.00
H -1.169 -5.329 4.005 0.00
H -0.222 -6.027 1.799 0.00
H 0.493 -4.286 0.200 0.00
O 5.886 5.199 0.925 0.00
S 5.516 6.587 0.952 0.00
O 5.465 7.215 2.247 0.00
O 5.948 7.382 -0.171 0.00
C 3.661 6.568 0.554 0.00
N 3.067 7.708 0.404 0.00
C 1.765 7.593 0.077 0.00
C 1.163 6.372 -0.117 0.00
C 1.948 5.203 0.038 0.00
N 3.244 5.371 0.422 0.00
C 1.554 3.869 -0.222 0.00
C 0.323 3.503 -0.827 0.03
C 0.085 2.214 -1.160 -0.03
N 1.019 1.242 -0.911 -0.03
C 2.200 1.544 -0.290 0.02
C 2.470 2.816 0.073 0.00
H 1.232 8.526 -0.042 0.00
H 0.119 6.311 -0.381 0.00
H -0.426 4.246 -1.038 0.00
H -0.835 1.884 -1.620 0.00
H 2.854 0.707 -0.115 0.00
H 3.390 3.064 0.575 0.00
```



Entry 5:
ORCA calculation (ωB97M-V/def2-TZVPD) on a structure of composition C34H22HfN2S2Sb in a non-equilibrium geometry.

As for the gap between HOMO and LUMO: 7.31 eV. As for the charge: +1. The calculation puts the max |F| at 2.7 eV Å⁻¹. The calculation puts the total energy at -68101.520 eV. The HOMO energy comes out at -0.4261 Eh.

Geometry as XYZ:
```
62
Properties=species:S:1:pos:R:3:nbo_charge:R:1
Hf 0.235 -0.655 -1.813 1.55
S -1.495 -2.320 -2.198 -0.04
C -0.061 -3.006 -2.945 -0.27
C 0.211 -4.350 -2.664 -0.09
C 1.413 -4.934 -2.933 -0.14
C 1.616 -6.286 -2.515 0.24
N 1.823 -7.356 -2.150 -0.22
C 2.427 -4.204 -3.561 -0.11
C 2.168 -2.911 -3.940 -0.15
C 0.949 -2.277 -3.679 -0.24
S 0.971 -0.514 -4.046 -0.05
C 3.775 -4.682 -3.642 0.24
N 4.862 -4.944 -3.822 -0.22
H -0.546 -4.977 -2.126 0.25
H 2.946 -2.340 -4.436 0.26
C 0.304 4.643 2.940 -0.21
C 0.914 3.594 3.563 -0.15
C 0.540 2.258 3.382 -0.22
C -0.530 1.956 2.502 -0.43
C -1.157 3.080 1.853 -0.22
C -0.805 4.391 2.110 -0.20
Sb -1.194 0.133 1.784 1.22
C 0.753 -0.391 0.793 -0.38
C 1.631 0.564 0.195 -0.14
C 2.681 0.207 -0.648 -0.25
C 2.944 -1.168 -0.827 -0.19
C 2.124 -2.124 -0.234 -0.22
C 1.038 -1.727 0.594 -0.27
C -1.000 -1.212 3.527 -0.35
C 0.103 -1.468 4.324 -0.24
C 0.084 -2.454 5.350 -0.20
C -1.064 -3.258 5.565 -0.19
C -2.194 -2.941 4.826 -0.19
C -2.146 -1.988 3.823 -0.24
H 0.613 5.655 3.152 0.23
H 1.756 3.752 4.295 0.22
H 1.103 1.475 3.862 0.22
H -1.878 2.890 1.119 0.21
H -1.379 5.188 1.607 0.22
H 1.369 1.593 0.394 0.26
H 3.259 0.930 -1.219 0.27
H 3.747 -1.467 -1.458 0.26
H 2.264 -3.154 -0.426 0.25
H 0.405 -2.529 0.974 0.26
H 1.060 -0.991 4.104 0.21
H 0.986 -2.567 5.966 0.23
H -1.131 -4.030 6.317 0.23
H -3.146 -3.452 4.940 0.22
H -3.071 -1.874 3.285 0.21
C -0.425 1.279 -1.377 -0.75
C -0.956 2.341 -1.616 0.30
C -1.724 3.396 -2.177 -0.21
C -1.859 4.686 -1.681 -0.16
C -2.687 5.553 -2.399 -0.20
C -3.279 5.192 -3.597 -0.16
C -3.149 3.896 -4.061 -0.21
C -2.421 2.989 -3.317 -0.15
H -1.323 4.927 -0.797 0.22
H -2.771 6.592 -2.051 0.23
H -3.797 5.934 -4.180 0.23
H -3.618 3.514 -4.965 0.23
H -2.269 1.945 -3.648 0.22
```



Entry 6:
ORCA calculation (ωB97M-V/def2-TZVPD) on a structure of composition C34H23BrCoN4O5S in a non-equilibrium geometry.

The multiplicity is 5. As for the gap between HOMO and LUMO (spin up / spin down): 5.08 / 4.77 eV. As for the charge: -1. The calculation puts the max |F| at 5.6 eV Å⁻¹. The calculation puts the total energy at -170327.613 eV. The HOMO energy (spin up / spin down) comes out at -0.1286 / -0.1951 Eh.

Geometry as XYZ:
```
69
Properties=species:S:1:pos:R:3:nbo_charge:R:1
Co -0.908 0.442 -1.571 1.04
Br 0.344 7.807 -1.994 0.11
C 0.370 5.966 -1.799 -0.02
C 1.613 5.276 -2.018 -0.31
C 1.669 3.888 -1.954 -0.18
C 0.454 3.137 -1.832 0.36
O 0.431 1.838 -1.951 -0.48
C -0.766 3.863 -1.522 -0.02
C -1.984 3.185 -1.197 -0.05
N -2.127 1.848 -0.965 -0.42
C -3.407 1.417 -0.615 0.15
C -4.475 2.144 -0.095 -0.27
C -5.724 1.525 0.051 -0.18
C -5.874 0.170 -0.220 -0.26
C -4.796 -0.642 -0.684 0.01
C -4.872 -2.044 -0.776 -0.15
C -3.635 -2.691 -0.876 -0.26
C -2.437 -2.020 -1.133 0.07
N -2.352 -0.669 -1.073 -0.35
C -3.522 0.019 -0.848 0.17
C -0.780 5.244 -1.459 -0.29
H 2.501 5.843 -2.301 0.23
H 2.578 3.247 -2.131 0.25
H -2.848 3.823 -1.078 0.17
H -4.277 3.156 0.144 0.21
H -6.594 1.971 0.515 0.21
H -6.798 -0.313 0.067 0.20
H -5.854 -2.511 -0.656 0.22
H -3.519 -3.795 -0.890 0.22
H -1.499 -2.600 -1.274 0.24
H -1.598 5.786 -1.062 0.22
C 2.898 -3.537 3.243 -0.65
C 2.535 -2.942 1.907 0.06
C 2.163 -3.798 0.869 -0.20
C 2.052 -3.401 -0.448 -0.21
C 2.208 -2.034 -0.705 -0.33
C 2.687 -1.145 0.202 -0.08
C 2.596 -1.422 1.663 -0.15
S 1.905 -1.326 -2.343 2.28
O 2.079 -2.449 -3.281 -0.99
O 2.705 -0.141 -2.405 -0.96
N 0.263 -0.927 -2.578 -0.94
C -0.221 -1.275 -3.899 -0.34
C -1.338 -0.305 -4.269 0.78
O -1.966 -0.541 -5.366 -0.70
O -1.728 0.575 -3.379 -0.75
H 2.576 -4.564 3.167 0.21
H 2.407 -2.998 4.052 0.23
H 3.985 -3.631 3.489 0.22
H 1.914 -4.818 1.183 0.20
H 1.730 -4.061 -1.297 0.24
H 3.051 -0.181 -0.125 0.24
H 3.630 0.436 1.913 0.24
H -0.616 -2.258 -3.853 0.20
H 0.628 -1.163 -4.610 0.23
N 4.046 -0.688 7.052 -0.36
C 3.438 -0.540 6.056 0.31
C 2.947 -0.529 4.731 -0.23
C 1.538 -0.594 4.532 -0.23
C 0.898 -0.368 3.346 -0.19
C 1.290 -0.625 2.033 -0.03
C 3.783 -0.582 2.330 -0.45
C 3.926 -0.499 3.795 -0.09
C 0.445 -0.108 1.108 -0.25
C -0.215 0.193 0.067 -0.02
H 0.937 -0.633 5.458 0.21
H -0.139 -0.009 3.438 0.22
H 4.722 -0.993 1.899 0.23
H 4.924 -0.429 4.224 0.21
```



For the records above, the corresponding energy above the lowest of the compared OMol25 structures with the same formula, charge and spin values read 0.0585; 0.0000; 0.9509; 6.7579; 0.0000; 3.0095 eV.